No. 1
The following is a quantum chemistry calculation of C40H37N3O6OsP2 as an isolated structure, from the OMol25 dataset.

ORCA input file:
```
! RIJCOSX wB97M-V def2-TZVPD def2/J DEFGRID3
* xyz 2 1
Os -0.360 0.725 1.140
C -1.820 -1.896 3.041
P -0.562 -3.192 2.465
C 1.080 -2.405 2.472
C 1.999 -2.581 1.434
C 3.209 -1.906 1.455
C 3.542 -1.098 2.534
C 2.686 -1.013 3.624
C 1.467 -1.674 3.601
C -0.841 -3.879 0.811
C -1.649 -3.326 -0.181
C -1.782 -3.982 -1.396
C -1.166 -5.206 -1.613
C -0.385 -5.775 -0.617
C -0.217 -5.110 0.586
C -2.606 -1.072 2.084
C -3.938 -1.220 1.768
C -4.362 -0.027 1.112
C -3.277 0.802 1.038
C -3.106 2.172 0.488
P -1.483 2.107 -0.396
C -0.725 3.744 -0.472
C -0.599 4.477 0.712
C 0.042 5.704 0.701
C 0.587 6.191 -0.481
C 0.494 5.448 -1.649
C -0.154 4.222 -1.649
C -1.950 1.671 -2.093
C -1.188 0.800 -2.868
C -1.578 0.508 -4.165
C -2.740 1.056 -4.686
C -3.500 1.927 -3.918
C -3.099 2.251 -2.635
N -2.179 0.172 1.600
H -1.238 -1.221 3.671
H -2.510 -2.463 3.665
H 1.750 -3.223 0.601
H 3.896 -2.007 0.626
H 4.481 -0.561 2.539
H 2.983 -0.448 4.498
H 0.820 -1.634 4.467
H -2.143 -2.380 -0.028
H -2.377 -3.533 -2.181
H -1.303 -5.722 -2.553
H 0.079 -6.737 -0.773
H 0.390 -5.552 1.366
H -4.556 -2.071 1.998
H -5.357 0.187 0.764
H -3.037 2.909 1.294
H -3.951 2.434 -0.142
H -1.029 4.089 1.631
H 0.097 6.290 1.608
H 1.076 7.155 -0.493
H 0.910 5.833 -2.569
H -0.232 3.649 -2.563
H -0.292 0.352 -2.464
H -0.976 -0.156 -4.768
H -3.053 0.805 -5.688
H -4.408 2.354 -4.320
H -3.673 2.965 -2.063
C -0.313 1.236 6.212
O 0.667 1.844 5.350
C 0.551 1.620 4.065
O -0.238 0.852 3.540
N 1.399 2.312 3.292
N 1.251 2.137 1.905
H -0.141 1.650 7.200
H -0.189 0.154 6.239
H -1.316 1.483 5.868
H 2.046 2.972 3.700
H 2.078 1.707 1.492
H 1.069 3.025 1.443
O 1.395 0.696 -0.160
C 1.100 -0.420 -0.689
O 0.101 -1.046 -0.220
C 1.837 -0.947 -1.834
C 1.452 -2.172 -2.379
C 2.092 -2.702 -3.491
C 3.128 -1.962 -4.023
O 3.902 -2.236 -5.086
C 4.829 -1.165 -5.217
O 4.554 -0.227 -4.188
C 3.516 -0.726 -3.474
C 2.886 -0.191 -2.386
H 0.622 -2.700 -1.929
H 1.811 -3.651 -3.922
H 4.714 -0.689 -6.197
H 5.851 -1.546 -5.117
H 3.164 0.763 -1.966
*
```

Mulliken charges in e: Os 2.49; C 0.16; P -0.62; C 0.63; C -0.34; C -0.45; C -0.91; C -0.69; C -0.42; C 0.64; C 0.10; C -0.68; C -0.64; C -0.63; C -0.48; C -0.37; C -0.61; C -1.20; C 0.31; C -0.90; P 1.04; C 0.89; C -0.92; C -0.54; C -0.67; C -0.70; C -0.70; C 0.12; C -0.21; C -0.76; C -0.57; C -0.91; C -0.73; N 1.20; H -0.61; H 0.77; H 0.34; H 0.53; H 0.46; H 0.51; H 0.71; H 0.06; H 0.45; H 0.46; H 0.44; H 0.47; H 0.59; H 0.55; H 0.41; H 0.58; H 0.34; H 0.48; H 0.43; H 0.46; H 0.46; H 0.76; H 0.56; H 0.44; H 0.46; H 0.46; C -0.67; O -0.47; C 0.58; O -0.78; N -0.26; N -0.49; H 0.35; H 0.25; H 0.31; H 0.28; H 0.48; H 0.36; O -1.63; C 0.77; O -0.78; C 0.65; C -0.02; C -1.36; C 0.94; O -0.46; C -0.28; O -0.49; C 0.41; C -1.03; H 0.19; H 0.56; H 0.26; H 0.27; H 0.52



No. 2
The following is a quantum chemistry calculation of a 2-piece molecular cluster, C40H38BF3O2 overall, from the OMol25 dataset.

ORCA input file:
```
! RIJCOSX wB97M-V def2-TZVPD def2/J DEFGRID3
* xyz 0 1
C 0.822 0.169 -0.196
C -0.570 -0.135 0.450
C -1.307 -1.274 -0.276
C -2.698 -1.347 -0.205
C -3.443 -2.243 -0.966
C -2.776 -3.115 -1.830
C -1.376 -3.086 -1.899
C -0.646 -2.226 -1.065
C -0.545 -0.281 1.949
C -1.975 -0.291 2.499
C -2.828 0.764 2.131
C -4.172 0.771 2.521
C -4.657 -0.264 3.328
C -3.804 -1.296 3.723
C -2.456 -1.299 3.334
C 0.358 -1.465 2.336
C 0.158 -2.830 2.227
C 1.190 -3.700 2.632
C 2.414 -3.200 3.097
C 2.631 -1.821 3.169
C 1.586 -0.970 2.820
C 1.511 0.496 2.935
C 2.465 1.414 3.370
C 2.069 2.750 3.510
C 0.769 3.159 3.186
C -0.159 2.237 2.671
C 0.228 0.914 2.532
H 0.879 1.237 -0.455
H 1.669 -0.051 0.460
H 0.993 -0.396 -1.118
H -1.142 0.780 0.235
H -3.227 -0.721 0.505
H -4.531 -2.240 -0.855
H -3.359 -3.831 -2.419
H -0.852 -3.759 -2.586
H 0.438 -2.322 -0.992
H -2.483 1.557 1.463
H -4.815 1.587 2.188
H -5.707 -0.264 3.631
H -4.174 -2.116 4.341
H -1.787 -2.095 3.661
H -0.782 -3.227 1.850
H 1.018 -4.775 2.599
H 3.207 -3.890 3.404
H 3.578 -1.379 3.484
H 3.481 1.065 3.560
H 2.785 3.487 3.873
H 0.454 4.193 3.331
H -1.160 2.561 2.405
C -2.601 -0.341 -6.154
C -1.532 0.675 -5.822
C -0.798 1.078 -7.109
O -0.574 0.030 -4.963
B 0.023 1.126 -4.350
C 1.519 1.125 -3.996
C 2.298 -0.011 -4.253
C 3.685 0.092 -4.244
C 4.264 1.314 -3.931
C 5.742 1.514 -4.137
F 5.979 2.687 -4.804
F 6.444 1.581 -2.961
F 6.307 0.518 -4.876
C 3.509 2.382 -3.458
C 2.123 2.280 -3.471
O -0.791 2.230 -4.174
C -1.984 1.929 -4.938
C -2.342 3.195 -5.699
C -3.124 1.602 -3.976
H -3.312 0.099 -6.863
H -2.134 -1.212 -6.628
H -3.140 -0.674 -5.260
H -1.500 1.447 -7.863
H -0.033 1.848 -6.932
H -0.300 0.188 -7.513
H 1.833 -0.966 -4.489
H 4.306 -0.761 -4.500
H 3.998 3.287 -3.108
H 1.515 3.104 -3.104
H -3.177 3.004 -6.388
H -2.666 3.964 -4.982
H -1.484 3.586 -6.267
H -4.046 1.434 -4.548
H -2.909 0.714 -3.367
H -3.296 2.456 -3.310
*
```

Mulliken charges in e: C -1.36; C 1.02; C 0.02; C -0.21; C -0.84; C -0.53; C -1.13; C -0.36; C 3.39; C 0.53; C -0.21; C -1.12; C -0.61; C -0.91; C -0.48; C -0.79; C 0.69; C -1.20; C -0.77; C -0.42; C -0.55; C 0.08; C -0.82; C -0.74; C -0.96; C -0.09; C -0.50; H 0.26; H 0.27; H 0.09; H 0.60; H 0.19; H 0.44; H 0.38; H 0.41; H 0.65; H 0.37; H 0.40; H 0.39; H 0.42; H 0.56; H 0.71; H 0.41; H 0.39; H 0.41; H 0.43; H 0.38; H 0.43; H 0.29; C -1.78; C 1.39; C -1.81; O -0.65; B 1.38; C -0.21; C -0.31; C -0.41; C 0.19; C 0.64; F -0.26; F -0.25; F -0.28; C -0.72; C -0.58; O -0.68; C 1.71; C -1.86; C -1.96; H 0.34; H 0.48; H 0.36; H 0.39; H 0.28; H 0.46; H 0.47; H 0.44; H 0.39; H 0.52; H 0.34; H 0.45; H 0.34; H 0.36; H 0.29; H 0.51



No. 3
The following is a quantum chemistry calculation of C40H38Cl2HgN7O5Si as an isolated structure, from the OMol25 dataset.

ORCA input file:
```
! RIJCOSX wB97M-V def2-TZVPD def2/J DEFGRID3
* xyz -2 2
Hg 0.428 0.295 0.166
C 0.911 4.287 0.847
N 0.105 3.149 0.450
C -0.966 3.400 -0.198
C -1.903 2.410 -0.652
C -3.083 2.631 -1.369
C -3.651 1.369 -1.586
C -2.783 0.450 -0.995
N -1.725 1.069 -0.436
C 2.331 4.205 0.337
C 2.890 5.258 -0.376
C 4.205 5.197 -0.824
C 4.975 4.075 -0.559
C 4.424 3.017 0.154
C 3.113 3.083 0.596
H 0.947 4.319 1.941
H 0.463 5.233 0.506
H -1.241 4.441 -0.426
H -3.466 3.592 -1.682
H -4.567 1.143 -2.111
H -2.873 -0.626 -0.959
H 2.286 6.131 -0.597
H 4.621 6.022 -1.390
H 5.997 4.019 -0.914
H 5.012 2.132 0.364
H 2.685 2.256 1.150
O -0.135 0.825 -8.083
C -0.833 1.352 -7.102
O -1.745 2.137 -7.302
C -0.482 0.932 -5.720
C -1.137 1.416 -4.606
N -0.561 0.846 -3.539
N 0.423 0.006 -3.870
C 0.498 0.042 -5.191
C 1.537 -0.810 -5.885
O 1.576 -0.730 -7.147
O 2.258 -1.539 -5.182
H 0.593 0.166 -7.709
H -1.957 2.107 -4.518
H -0.805 0.962 -2.561
Cl -2.497 -1.464 2.126
C -2.113 -0.124 3.205
Cl -3.129 1.301 2.915
H -1.081 0.154 3.025
H -2.265 -0.451 4.226
C 5.687 -2.351 0.487
C 5.015 -1.360 -0.215
C 3.850 -0.811 0.303
C 3.327 -1.231 1.528
C 4.020 -2.230 2.217
C 5.184 -2.787 1.706
Si 1.721 -0.479 2.203
C 2.249 0.995 3.289
C 3.530 1.107 3.836
C 3.882 2.180 4.644
C 2.950 3.167 4.936
C 1.671 3.078 4.405
C 1.333 2.010 3.584
C 1.064 -1.783 3.401
C 0.766 -1.537 4.743
C 0.252 -2.539 5.559
C 0.042 -3.813 5.047
C 0.347 -4.079 3.717
C 0.840 -3.072 2.901
H 6.589 -2.792 0.079
H 5.380 -1.030 -1.181
H 3.308 -0.075 -0.282
H 3.623 -2.605 3.154
H 5.690 -3.575 2.251
H 4.270 0.345 3.613
H 4.888 2.248 5.044
H 3.224 4.008 5.564
H 0.939 3.849 4.616
H 0.343 1.980 3.135
H 0.938 -0.549 5.160
H 0.024 -2.326 6.598
H -0.349 -4.597 5.686
H 0.217 -5.069 3.299
H 1.074 -3.307 1.868
C 3.645 -4.010 -3.641
N 2.782 -4.192 -2.494
C 3.019 -5.241 -1.533
C 2.271 -4.710 -0.302
O 2.107 -5.369 0.713
N 1.846 -3.443 -0.552
C 2.200 -3.159 -1.811
N 2.030 -1.979 -2.379
H 3.777 -4.975 -4.132
H 4.633 -3.632 -3.345
H 3.206 -3.318 -4.357
H 4.084 -5.352 -1.297
H 2.624 -6.207 -1.852
H 1.525 -1.269 -1.853
H 2.053 -1.846 -3.396
*
```

## Properties
- Expectation value of S²: 0.757

Mulliken charges in e: Hg 0.54; C -1.34; N 0.57; C -0.64; C 0.32; C -0.89; C -0.80; C -0.88; N 0.49; C 0.29; C -0.48; C -0.63; C -0.55; C -1.10; C 0.06; H 0.07; H 0.46; H 0.20; H 0.45; H 0.41; H 0.44; H 0.32; H 0.35; H 0.38; H 0.45; H 0.83; O -0.61; C 0.40; O -0.68; C -0.27; C -0.44; N 0.70; N -0.61; C 0.15; C 0.56; O -0.86; O -0.79; H 0.46; H 0.55; H 0.20; Cl -0.16; C 0.98; Cl -0.19; H -1.08; H 0.40; C -0.57; C -0.86; C -0.81; C 0.66; C -0.06; C -0.79; Si -0.27; C 0.28; C 0.09; C -0.70; C -0.54; C -0.71; C 0.15; C 0.93; C -0.35; C -0.55; C -0.55; C -0.56; C -0.50; H 0.37; H 0.46; H 0.58; H 0.40; H 0.37; H 0.33; H 0.36; H 0.33; H 0.45; H 0.11; H 0.29; H 0.36; H 0.33; H 0.45; H 0.32; C -0.87; N 0.08; C -0.51; C 0.26; O -0.72; N -0.10; C 0.33; N 0.22; H 0.35; H 0.26; H 0.29; H 0.28; H 0.28; H -0.32; H 0.34



No. 4
The following is a quantum chemistry calculation of C40H38CsGeN3O3 as an isolated structure, from the OMol25 dataset.

ORCA input file:
```
! RIJCOSX wB97M-V def2-TZVPD def2/J DEFGRID3
* xyz -1 2
Cs -0.418 0.297 0.080
O 0.141 -4.581 -0.431
C -0.927 -4.939 -1.174
C -1.195 -6.300 -1.337
C -2.264 -6.714 -2.104
C -3.087 -5.779 -2.727
C -2.831 -4.428 -2.565
C -1.761 -3.967 -1.788
C -1.519 -2.475 -1.572
O -0.605 -2.176 -0.704
N -2.299 -1.671 -2.241
N -2.079 -0.306 -2.005
C -3.076 0.386 -2.433
C -3.263 1.818 -2.349
C -4.373 2.334 -3.036
C -4.714 3.674 -3.017
C -3.905 4.546 -2.277
C -2.811 4.085 -1.584
C -2.430 2.701 -1.564
O -1.439 2.289 -0.888
H 0.095 -3.547 -0.501
H -0.533 -7.012 -0.851
H -2.457 -7.775 -2.221
H -3.926 -6.104 -3.329
H -3.460 -3.684 -3.029
H -3.900 -0.161 -2.908
H -4.989 1.637 -3.600
H -5.577 4.037 -3.562
H -4.144 5.605 -2.244
H -2.197 4.770 -1.005
C 2.086 -4.416 2.284
N 2.053 -2.995 2.712
C 0.652 -2.497 2.801
C 2.908 -2.082 1.831
C 3.162 -0.797 2.579
C 4.274 -0.792 3.437
C 4.523 0.311 4.239
C 3.647 1.392 4.153
C 2.562 1.353 3.281
C 2.246 0.265 2.439
H 1.491 -5.012 2.974
H 3.117 -4.763 2.281
H 1.646 -4.498 1.290
H 2.469 -2.915 3.633
H 0.188 -2.666 1.845
H 0.693 -1.422 2.996
H 0.120 -3.053 3.573
H 2.345 -1.941 0.910
H 3.824 -2.635 1.627
H 4.955 -1.645 3.465
H 5.378 0.334 4.905
H 3.821 2.276 4.764
H 1.925 2.243 3.252
C -1.703 0.627 4.350
Ge -2.441 -0.231 2.724
C -3.753 0.861 1.791
C -4.037 2.170 2.188
C -4.909 2.960 1.454
C -5.514 2.451 0.311
C -5.244 1.149 -0.089
C -4.365 0.363 0.640
C -3.104 -2.088 2.939
C -2.694 -3.054 2.054
C -3.134 -4.394 2.151
C -3.977 -4.765 3.157
C -4.462 -3.802 4.084
C -5.373 -4.153 5.110
C -5.875 -3.206 5.961
C -5.496 -1.856 5.814
C -4.606 -1.491 4.839
C -4.044 -2.449 3.958
H -2.455 0.723 5.141
H -1.333 1.623 4.097
H -0.870 0.040 4.736
H -3.554 2.588 3.068
H -5.105 3.977 1.762
H -6.170 3.073 -0.283
H -5.690 0.759 -0.991
H -4.142 -0.645 0.294
H -2.028 -2.794 1.229
H -2.790 -5.109 1.413
H -4.313 -5.792 3.252
H -5.674 -5.192 5.198
H -6.575 -3.486 6.739
H -5.919 -1.102 6.467
H -4.348 -0.442 4.720
*
```

## Properties
- Expectation value of S²: 0.753

Mulliken charges in e: Cs 1.93; O -0.62; C 0.23; C -0.71; C -0.31; C -0.79; C -0.63; C 0.57; C 0.56; O -0.70; N -0.58; N -0.25; C -0.47; C 0.64; C -0.44; C -0.83; C -0.37; C -0.53; C 0.25; O -0.91; H 0.08; H 0.37; H 0.37; H 0.38; H 0.45; H 0.24; H 0.34; H 0.37; H 0.35; H 0.37; C -0.81; N 0.10; C -0.15; C -0.71; C 0.57; C -0.78; C -0.48; C -0.58; C -0.61; C -0.04; H 0.34; H 0.37; H 0.38; H 0.40; H -0.06; H -0.06; H 0.36; H 0.06; H 0.59; H 0.27; H 0.37; H 0.33; H 0.34; C -1.05; Ge -0.58; C 0.74; C -0.40; C -0.84; C -0.45; C -0.56; C -0.08; C 0.30; C -0.35; C -1.04; C -0.97; C 0.94; C -0.88; C -0.51; C -0.99; C -0.43; C 0.79; H 0.40; H 0.40; H 0.39; H 0.32; H 0.37; H 0.38; H 0.39; H 0.11; H 0.71; H 0.56; H 0.36; H 0.37; H 0.38; H 0.41; H 0.24



Total energy / eV: -79865.231; -55024.708; -99867.471; -109771.468